An isolated molecule of C9H7NO at a distorted geometry, computed with ωB97M-V with the def2-TZVPD basis set.

Values from the calculation:
LUMO energy: -0.092 eV
HOMO level: -0.3001 hartree
SMILES string: Oc1cccc2ncccc12
total energy: -12981.9629 eV
Kohn-Sham gap: 8.1 eV
charge: 0

```
18
Properties=species:S:1:pos:R:3:forces:R:3
H 1.205 2.608 0.079 -1.065 1.495 0.262
H 2.469 -2.529 0.304 -0.668 1.692 -0.679
H -3.768 -0.686 0.011 2.037 0.008 -0.668
C 0.508 -1.885 -0.145 -1.919 -3.033 3.546
N -1.687 -1.284 -0.021 -0.473 0.991 -1.045
H -3.147 1.679 0.201 -0.459 0.263 -0.124
C -1.005 1.473 0.152 -4.874 0.537 -0.310
H -1.048 2.569 0.352 0.979 -0.924 -0.203
C 1.808 -1.625 0.048 1.232 -3.477 0.749
C 0.030 0.579 0.000 -0.734 -2.574 0.028
C 2.268 -0.363 0.111 0.163 4.247 -0.848
C -0.386 -0.815 -0.084 -1.490 -0.463 -0.068
C 1.402 0.796 0.020 1.988 -3.315 -0.390
H 0.083 -2.921 0.430 0.975 2.680 -2.700
O 1.882 2.020 -0.182 1.753 -0.220 0.142
C -2.364 0.969 0.047 2.844 1.121 -0.036
H 3.335 -0.275 0.082 0.421 0.754 0.280
C -2.655 -0.398 -0.127 -0.712 0.219 2.063
```
Forces are in eV/Å.

An isolated molecule of C9H7NS at a distorted geometry, computed with ωB97M-V with the def2-TZVPD basis set.

Values from the calculation:
LUMO energy (spin up / spin down): -1.331 / -1.314 eV
HOMO level (spin up / spin down): -0.2865 / -0.2804 hartree
total energy: -21767.3608 eV
Kohn-Sham gap (spin up / spin down): 6.5 / 6.3 eV
charge: 0

```
18
Properties=species:S:1:pos:R:3:forces:R:3
C -1.547 2.060 0.535 -3.828 0.495 0.433
C -1.312 0.623 0.596 -0.399 -0.876 1.110
S -2.081 -0.926 3.496 0.022 0.079 0.231
C 1.835 -1.246 -1.365 1.251 0.930 0.208
C -0.289 0.000 -0.073 1.706 -1.120 0.229
H 2.047 -2.673 0.269 -1.276 1.568 -0.614
C 1.294 -0.062 -1.904 0.359 -0.681 -1.064
N -0.085 -1.629 1.700 -1.348 0.459 0.366
H 2.794 -1.585 -1.695 0.219 -0.416 -0.968
C 0.293 0.540 -1.210 -1.207 1.413 -1.688
C -1.042 -1.137 2.350 1.194 -0.750 -1.115
H -0.651 2.624 0.695 0.528 0.532 0.336
C 0.330 -1.214 0.447 -0.320 0.672 1.013
C 1.457 -1.794 -0.179 -0.627 -1.112 1.331
H -2.454 2.330 1.299 2.437 -0.252 -1.616
H -1.971 2.403 -0.466 0.549 -0.525 0.843
H 1.652 0.263 -2.902 -0.251 0.081 0.952
H -0.269 1.423 -1.592 0.990 -0.497 0.013
```
Forces are in eV/Å.

A structure of composition C9H8 at a distorted geometry, computed with ωB97M-V with the def2-TZVPD basis set.

Values from the calculation:
LUMO energy: 0.553 eV
HOMO level: -0.2925 hartree
total energy: -9453.9809 eV
Kohn-Sham gap: 8.5 eV
charge: 0

```
17
Properties=species:S:1:pos:R:3:forces:R:3
H -0.115 2.392 -0.764 0.046 -1.144 1.048
C 1.026 -0.278 -0.905 1.112 -1.550 -1.567
C 1.152 0.659 0.263 0.812 0.967 1.298
H -0.797 -2.003 1.682 0.523 0.145 -1.664
C -0.004 -1.625 0.969 -1.896 1.327 2.053
C 0.073 -0.081 1.131 -0.998 -1.734 -0.825
C -2.239 0.495 -0.165 -0.022 -0.812 0.357
H -2.119 -1.007 -1.873 0.978 0.705 2.377
H 1.985 -0.972 -1.041 -2.297 1.305 0.104
C -0.247 -0.937 -0.299 -0.557 -0.484 -0.858
H 2.210 0.931 0.675 -2.101 -0.318 -0.751
C -0.998 0.690 0.523 0.615 0.770 -0.220
H 0.132 2.354 1.134 -0.400 -1.019 -2.408
H 0.930 -1.992 1.239 1.617 -1.023 -0.120
H 0.728 0.249 -1.856 0.792 -0.699 0.764
C -1.725 -0.569 -0.841 0.428 -0.787 -1.337
C 0.005 1.693 0.126 1.349 4.351 1.748
```
Forces are in eV/Å.

An isolated molecule of C9H8 at a distorted geometry, computed with ωB97M-V with the def2-TZVPD basis set.

Values from the calculation:
LUMO energy: 0.751 eV
HOMO level: -0.2944 hartree
SMILES string: CC1=CC2=C(C2)C12C=C2
total energy: -9454.8082 eV
Kohn-Sham gap: 8.8 eV
charge: 0

```
17
Properties=species:S:1:pos:R:3:forces:R:3
H 2.067 1.573 -1.253 0.421 -0.054 -0.627
H -3.514 -0.939 -0.390 -0.902 -0.323 -0.204
H 0.512 -2.256 1.629 0.061 -0.078 1.453
C -1.862 0.506 -0.420 1.812 -4.033 0.653
C 1.528 -1.773 -0.289 -2.333 1.531 1.797
C 1.758 1.405 -0.241 -0.899 -0.125 0.021
H 2.422 -2.079 -0.790 -0.261 -0.276 -0.576
H 1.599 2.355 0.207 0.126 1.084 0.323
H -2.872 -0.571 1.341 -0.134 -0.217 -1.246
H -0.856 2.550 -0.314 0.394 -2.123 0.625
C -2.722 -0.586 0.216 1.597 0.571 1.702
C 0.427 0.739 -0.191 0.266 -0.881 0.976
C 0.846 -1.666 0.827 1.206 -1.222 -1.669
C -0.752 1.399 -0.167 -0.165 2.615 -1.344
C 0.229 -0.797 -0.150 -1.232 2.478 -0.549
C -1.330 -0.780 -0.342 -0.497 1.670 -1.569
H 2.522 0.920 0.326 0.540 -0.618 0.232
```
Forces are in eV/Å.

Energy above the lowest of the compared OMol25 structures with the same formula, charge and spin, respectively: 50.9 99.0 170.8 151.7 kcal/mol.